{"formula": "C11H19ClILaNOP", "method": "ωB97M-V with the def2-TZVPD basis set", "mol_weight_g_mol": 513.5, "de_lowest_kcal_mol": 24.9, "e_homo_ev": -15.7, "total_charge": 2, "spin_multiplicity": 1, "symbols": ["C", "I", "H", "H", "H", "La", "P", "C", "C", "H", "H", "H", "C", "H", "H", "H", "H", "H", "H", "C", "O", "Cl", "C", "C", "C", "C", "N", "C", "C", "H", "H", "H", "H", "H", "H", "H"], "coordinates": [[-1.118, 0.828, -1.179], [-1.331, -2.654, 0.743], [-0.283, 0.771, -1.907], [-0.944, 1.774, -0.626], [-1.993, 0.872, -1.825], [1.105, -0.533, -0.380], [-1.062, -1.731, -2.456], [-2.833, -2.168, -2.244], [-1.176, -1.099, -4.181], [0.753, -3.291, -2.673], [-0.744, -3.791, -3.559], [-0.597, -3.981, -1.763], [-0.339, -3.371, -2.633], [-0.191, -0.696, -4.476], [-1.479, -1.964, -4.803], [-3.097, -2.769, -3.138], [-3.461, -1.265, -2.167], [-1.909, -0.275, -4.238], [-2.976, -2.753, -1.317], [-1.633, -0.285, -0.064], [-2.706, 0.090, 0.256], [2.903, -0.575, -2.282], [2.569, 2.959, 4.959], [1.961, 2.321, 3.735], [0.684, 1.748, 3.771], [0.229, 1.053, 2.673], [0.962, 0.886, 1.557], [2.148, 1.553, 1.460], [2.680, 2.258, 2.549], [1.990, 3.800, 5.336], [2.652, 2.269, 5.800], [3.570, 3.335, 4.774], [0.088, 1.847, 4.652], [-0.760, 0.593, 2.691], [2.674, 1.511, 0.502], [3.662, 2.732, 2.455]]}


{"formula": "C11H19FN3O3S2", "method": "ωB97M-V with the def2-TZVPD basis set", "mol_weight_g_mol": 324.4, "e_homo_ev": -11.0, "total_charge": 1, "spin_multiplicity": 1, "symbols": ["O", "C", "O", "C", "C", "C", "F", "O", "C", "C", "C", "S", "C", "S", "N", "C", "C", "N", "C", "H", "H", "H", "H", "H", "H", "H", "H", "H", "H", "H", "H", "H", "H", "H", "N", "H", "H", "H", "H"], "coordinates": [[0.021, 1.595, 1.673], [-1.000, 1.213, 1.130], [-1.356, 1.516, -0.082], [-0.589, 2.550, -0.740], [0.649, 1.978, -1.402], [1.124, 2.810, -2.577], [2.026, 2.046, -3.294], [-1.923, 0.463, 1.705], [-1.458, -0.579, 2.588], [-2.152, -1.878, 2.231], [-1.680, -2.558, 0.934], [-0.086, -1.939, 0.350], [0.291, -3.090, -0.950], [-0.079, -4.652, -0.901], [0.969, -2.483, -2.013], [0.597, -2.582, -3.337], [1.503, -1.823, -4.031], [2.431, -1.289, -3.175], [2.095, -1.686, -1.976], [-0.393, 3.389, -0.080], [-1.245, 2.915, -1.525], [1.459, 1.769, -0.708], [0.357, 1.016, -1.827], [0.303, 3.053, -3.250], [1.630, 3.717, -2.250], [-0.376, -0.670, 2.608], [-1.767, -0.310, 3.599], [-3.204, -1.636, 2.102], [-2.057, -2.539, 3.087], [-2.420, -2.467, 0.146], [-1.577, -3.624, 1.116], [-0.233, -3.154, -3.702], [1.490, -1.669, -5.094], [2.609, -1.458, -1.059], [0.781, 2.475, 4.205], [0.456, 1.781, 4.878], [0.400, 2.249, 3.263], [0.468, 3.402, 4.494], [1.801, 2.458, 4.166]]}


{"formula": "C11H19N3O3OsS2", "method": "ωB97M-V with the def2-TZVPD basis set", "mol_weight_g_mol": 495.7, "de_lowest_kcal_mol": 7.2, "e_homo_ev": [-7.0, -7.8], "spin_multiplicity": 5, "symbols": ["Os", "C", "C", "N", "O", "C", "C", "N", "O", "H", "H", "H", "H", "H", "H", "H", "N", "C", "O", "C", "C", "H", "H", "H", "H", "H", "H", "C", "C", "S", "C", "C", "S", "H", "H", "H", "H", "H", "H"], "coordinates": [[-0.019, 0.857, 0.091], [0.915, -3.027, -1.784], [0.828, -1.649, -1.212], [-0.022, -1.319, -0.294], [-0.883, -2.307, 0.112], [1.702, -0.601, -1.665], [2.873, -0.808, -2.569], [1.419, 0.607, -1.209], [2.073, 1.651, -1.521], [-0.022, -3.552, -1.623], [1.711, -3.590, -1.293], [1.131, -2.973, -2.849], [-1.521, -1.828, 0.660], [2.588, -0.774, -3.624], [3.366, -1.759, -2.368], [3.571, 0.009, -2.391], [-2.867, 2.291, -3.324], [-1.880, 1.875, -2.500], [-1.740, 0.684, -2.240], [-0.970, 2.948, -1.941], [-0.742, 2.779, -0.428], [-3.505, 1.612, -3.703], [-3.037, 3.265, -3.493], [-1.392, 3.931, -2.167], [-0.007, 2.864, -2.452], [-1.680, 2.969, 0.105], [-0.011, 3.518, -0.094], [1.266, -0.913, 4.354], [0.587, -0.252, 3.179], [1.641, 0.467, 2.035], [-0.786, -0.235, 3.087], [-1.648, -0.877, 4.143], [-1.652, 0.525, 1.803], [2.325, -0.671, 4.351], [1.158, -1.998, 4.291], [0.835, -0.587, 5.302], [-1.298, -0.628, 5.145], [-1.632, -1.966, 4.044], [-2.678, -0.542, 4.043]]}


{"formula": "C11H19N5O5", "method": "ωB97M-V with the def2-TZVPD basis set", "mol_weight_g_mol": 301.3, "de_lowest_kcal_mol": 0.0, "e_homo_ev": -8.6, "smiles": "N[C@@H](Cc1c[nH]cn1)C(=O)O.NC(=O)CC[C@H](N)C(=O)O", "spin_multiplicity": 1, "symbols": ["N", "C", "C", "C", "C", "N", "C", "N", "C", "O", "O", "H", "H", "H", "H", "H", "H", "H", "H", "H", "N", "C", "O", "C", "C", "C", "N", "C", "O", "O", "H", "H", "H", "H", "H", "H", "H", "H", "H", "H"], "coordinates": [[-0.346, 2.031, -0.507], [0.898, 2.383, -1.161], [2.002, 2.645, -0.123], [2.448, 1.397, 0.578], [3.639, 0.739, 0.451], [3.542, -0.363, 1.270], [2.311, -0.329, 1.841], [1.623, 0.714, 1.449], [1.430, 1.402, -2.206], [2.523, 1.473, -2.721], [0.540, 0.450, -2.549], [-0.167, 1.329, 0.210], [-0.998, 1.632, -1.174], [0.745, 3.320, -1.720], [1.604, 3.362, 0.603], [2.857, 3.100, -0.627], [4.515, 0.944, -0.147], [4.253, -1.060, 1.421], [1.973, -1.087, 2.535], [0.976, -0.082, -3.236], [0.650, -2.041, -2.266], [-0.436, -1.405, -1.732], [-1.020, -0.515, -2.323], [-0.840, -1.892, -0.349], [-1.825, -0.945, 0.322], [-2.405, -1.547, 1.610], [-3.112, -2.783, 1.327], [-3.291, -0.515, 2.298], [-4.488, -0.611, 2.432], [-2.593, 0.547, 2.743], [1.026, -2.877, -1.850], [0.868, -1.850, -3.233], [0.058, -2.024, 0.268], [-1.303, -2.882, -0.443], [-1.341, 0.011, 0.548], [-2.638, -0.724, -0.380], [-1.576, -1.767, 2.296], [-3.407, -3.211, 2.199], [-3.975, -2.551, 0.841], [-3.241, 1.154, 3.138]]}


{"formula": "C11H19NO2", "method": "ωB97M-V with the def2-TZVPD basis set", "mol_weight_g_mol": 197.3, "de_lowest_kcal_mol": 84.4, "e_homo_ev": -9.5, "smiles": "C=CCO/N=C(/C)C1(O)CCCCC1", "spin_multiplicity": 1, "symbols": ["C", "C", "C", "O", "N", "C", "C", "C", "O", "C", "C", "C", "C", "C", "H", "H", "H", "H", "H", "H", "H", "H", "H", "H", "H", "H", "H", "H", "H", "H", "H", "H", "H"], "coordinates": [[4.355, -1.441, 0.960], [3.429, -0.687, 0.245], [2.537, 0.344, 0.911], [1.217, -0.204, 1.001], [0.260, 0.813, 1.308], [-1.011, 0.547, 1.094], [-1.918, 1.738, 1.330], [-1.529, -0.818, 0.578], [-0.845, -1.904, 1.281], [-3.056, -1.024, 0.755], [-3.838, -0.716, -0.503], [-3.434, -1.702, -1.666], [-1.926, -2.072, -1.627], [-1.126, -0.977, -0.909], [4.937, -2.197, 0.433], [4.543, -1.209, 2.004], [3.348, -0.911, -0.806], [2.874, 0.578, 1.946], [2.581, 1.288, 0.346], [-2.567, 1.601, 2.220], [-1.360, 2.648, 1.494], [-2.542, 1.907, 0.434], [0.105, -1.614, 1.286], [-3.465, -0.434, 1.603], [-3.232, -2.076, 1.035], [-3.638, 0.305, -0.852], [-4.905, -0.764, -0.243], [-3.679, -1.244, -2.630], [-4.024, -2.634, -1.600], [-1.522, -2.272, -2.628], [-1.810, -3.011, -1.110], [-1.323, -0.023, -1.391], [-0.044, -1.224, -1.021]]}


{"formula": "C11H19NO2", "method": "ωB97M-V with the def2-TZVPD basis set", "mol_weight_g_mol": 197.3, "de_lowest_kcal_mol": 138.6, "e_homo_ev": [-8.7, -8.7], "smiles": "CC(C)=CC(=O)[C@@](C)(N=O)C(C)(C)C", "spin_multiplicity": 1, "symbols": ["C", "C", "C", "C", "C", "O", "C", "C", "N", "O", "C", "C", "C", "C", "H", "H", "H", "H", "H", "H", "H", "H", "H", "H", "H", "H", "H", "H", "H", "H", "H", "H", "H"], "coordinates": [[3.848, -0.628, 0.641], [2.790, 0.224, 0.003], [3.253, 1.067, -1.096], [1.474, 0.290, 0.273], [0.402, 0.978, -0.430], [0.450, 1.717, -1.395], [-0.993, 0.688, 0.271], [-0.798, 0.717, 1.820], [-1.726, 1.832, -0.203], [-2.219, 2.521, 0.658], [-1.812, -0.528, -0.261], [-1.076, -1.841, -0.288], [-2.970, -0.853, 0.635], [-2.201, -0.219, -1.802], [4.900, -0.188, 0.595], [3.743, -0.883, 1.695], [3.812, -1.626, 0.095], [3.807, 0.748, -1.949], [2.324, 1.666, -1.470], [3.852, 1.754, -0.531], [1.239, -0.241, 1.205], [-1.866, 0.971, 2.114], [-0.296, 1.648, 1.969], [-0.392, -0.173, 2.345], [-0.529, -2.044, -1.167], [-1.798, -2.598, -0.251], [-0.216, -1.868, 0.508], [-3.463, 0.023, 1.185], [-3.735, -1.225, -0.049], [-2.800, -1.458, 1.502], [-2.491, 0.878, -1.913], [-1.447, -0.404, -2.586], [-3.066, -0.945, -2.121]]}